Entry from OMol25: a structure of composition C13H14N3O9P2Tl (ωB97M-V/def2-TZVPD).

Geometry as XYZ:
```
42
Properties=species:S:1:pos:R:3:forces:R:3
Tl -0.091 0.210 0.625 -0.2 -0.1 0.1
P 3.517 0.803 1.440 0.2 0.8 0.1
P 1.628 1.783 3.715 -0.4 0.2 0.3
O 0.270 1.263 3.396 0.3 -0.2 -0.2
O 2.429 1.459 0.626 0.1 -0.5 0.5
O -4.068 1.910 -1.473 0.0 0.1 0.1
O -2.619 0.391 -0.638 0.1 0.1 0.0
O 3.887 -0.636 0.896 -1.1 -1.1 -0.2
O 2.006 3.084 2.836 0.0 -0.3 -0.3
O 2.024 2.113 5.133 0.1 0.0 0.0
O 4.795 1.582 1.662 0.1 -0.2 -0.1
O 0.949 -4.426 -0.108 -0.1 -0.2 0.0
N 4.140 1.053 4.039 -0.1 0.4 -0.4
N -0.695 2.471 -1.109 -0.2 0.0 -0.1
N 1.391 -2.108 0.286 0.4 0.1 0.1
C 1.520 3.315 -1.407 0.0 0.0 0.0
C 0.804 5.736 -0.214 0.0 0.0 0.0
C -1.537 4.910 -0.032 -0.1 -0.1 0.0
C 2.090 5.524 -0.628 0.0 0.1 0.0
C -2.422 3.906 -0.278 0.0 0.2 0.1
C 0.191 3.496 -0.964 -0.1 0.4 0.1
C 2.596 -0.867 3.612 -0.1 0.1 0.1
C 2.446 4.308 -1.242 0.0 0.0 -0.1
C -0.179 4.738 -0.389 0.1 -0.2 -0.1
C 2.966 0.549 3.222 -0.2 0.4 -0.3
C 1.170 -3.260 0.089 0.1 0.2 0.1
C -1.954 2.673 -0.798 0.0 -0.2 -0.1
C -2.981 1.533 -0.993 0.0 0.0 0.0
H 4.662 0.298 4.468 0.0 0.0 0.0
H 2.840 6.291 -0.479 0.0 0.0 0.0
H 1.868 -1.268 2.909 -0.1 0.0 0.0
H 1.997 2.819 1.885 0.0 0.1 0.2
H 3.474 -1.520 3.582 0.0 0.0 0.0
H 0.517 6.671 0.256 0.0 0.0 0.0
H 2.155 -0.884 4.613 0.0 -0.1 0.0
H 4.721 1.533 3.261 -0.1 -0.2 0.3
H 3.058 -1.201 0.700 0.7 0.6 0.0
H 3.466 4.157 -1.571 0.0 -0.1 0.0
H -3.479 3.997 -0.074 0.0 0.0 0.0
H 1.776 2.366 -1.854 0.0 0.0 0.1
H 3.680 1.690 4.746 0.2 -0.2 0.0
H -1.849 5.848 0.417 0.0 0.0 0.0
```
Positions in Å, forces in eV/Å.

Relative energy (zero: lowest compared OMol25 entry of this formula, charge and spin) in kcal per mole: 4.85
E_HOMO in eV: -2.84
Charge: -2
Orbital gap in eV: 7.668
Calculated total energy in eV: -59887.634

Entry from OMol25: a cluster of 6 separate species, C8H28O8 in total (ωB97M-V/def2-TZVPD).

Geometry as XYZ:
```
44
Properties=species:S:1:pos:R:3:forces:R:3
O 1.526 1.547 1.679 -0.5 -0.3 -0.3
O -2.268 1.873 -0.500 -0.2 0.1 0.4
O 1.723 -2.210 1.618 0.1 0.1 0.7
O -0.067 -3.150 -2.862 0.2 0.2 0.0
O 1.030 -0.714 -0.489 0.1 0.8 -0.3
O 0.339 -0.376 3.328 -0.5 -0.1 -0.8
O -0.629 2.908 -2.706 -0.1 -0.3 -0.1
O -2.085 1.335 2.648 0.0 0.1 0.2
C -2.028 0.036 3.213 0.1 -0.3 0.1
C -0.884 -0.794 2.673 0.3 -0.2 0.8
C 0.942 1.592 0.391 0.3 -0.4 0.0
C -0.073 4.145 -2.302 0.2 -0.3 -0.1
C 0.463 -4.102 -3.783 -0.2 -0.1 0.2
C 3.005 -1.756 2.066 0.0 -0.8 -0.5
C -2.514 0.527 -0.837 0.1 -0.9 -0.7
C 1.592 0.626 -0.577 0.1 0.0 -0.7
H 3.153 -0.691 1.894 0.0 0.1 0.1
H 0.987 0.876 2.146 0.5 0.4 0.6
H 0.998 -0.999 2.974 -0.1 0.0 0.1
H -0.167 -4.997 -3.813 0.0 0.1 -0.1
H -0.770 4.693 -1.669 0.1 0.2 0.0
H 0.815 -0.970 -1.391 0.0 -0.4 0.1
H -2.159 1.238 1.693 0.2 0.0 0.0
H 1.510 -1.803 0.762 0.1 0.1 0.0
H -0.115 1.333 0.459 -0.1 0.2 -0.1
H 0.583 -3.688 -4.787 0.0 0.0 0.0
H 2.675 0.573 -0.429 -0.1 0.0 0.3
H 0.878 3.989 -1.784 -0.1 0.1 0.2
H -1.032 -1.846 2.940 -0.2 0.0 -0.2
H 3.788 -2.336 1.566 0.1 0.2 -0.1
H -1.850 0.108 4.287 -0.1 0.4 0.0
H -2.583 -0.153 0.017 -0.1 0.2 0.1
H 1.025 2.592 -0.035 0.1 0.1 0.2
H -3.397 0.405 -1.471 -0.1 0.1 0.2
H -0.805 -0.710 1.583 0.1 0.0 0.0
H 0.151 4.715 -3.202 -0.1 0.1 0.0
H 1.452 1.014 -1.595 -0.2 -0.2 0.1
H -2.993 -0.474 3.108 0.1 -0.1 -0.2
H -1.672 0.172 -1.433 0.1 0.2 0.1
H -2.982 2.183 0.068 0.0 0.2 -0.2
H -1.161 2.553 -1.982 0.0 0.2 0.1
H 1.439 -4.407 -3.413 0.0 0.1 0.0
H -0.923 -2.849 -3.175 0.0 -0.1 -0.1
H 3.083 -2.007 3.123 -0.1 0.2 0.1
```
Positions in Å, forces in eV/Å.

Relative energy (zero: lowest compared OMol25 entry of this formula, charge and spin) in kcal per mole: 62.84
E_HOMO in eV: -9.80
Charge: 0
SMILES: OCCO.OCCO.CO.CO.CO.CO
Orbital gap in eV: 10.101
Calculated total energy in eV: -25127.543